Formula: C18H56IO11P
Source: the OMol25 dataset
Level of theory: the ωB97M-V functional and the def2-TZVPD basis

Element x y z (Å)
I (1.4546, 6.8970, -3.5227)
P (1.4488, 4.5463, -2.8034)
O (-1.0946, -0.6814, -2.8263)
O (3.9525, -0.7778, 1.6632)
O (2.0453, 3.9010, 2.3268)
O (4.2964, 3.1151, -0.4426)
O (2.8952, 3.8225, -3.4568)
O (-3.1143, -3.2350, 0.0532)
O (2.9808, -0.0266, -3.7283)
O (-5.2921, -4.2584, -2.5402)
O (-0.4935, 8.1738, 3.7653)
O (-3.4355, -7.2437, -0.5614)
O (-0.0068, 3.7834, -3.3812)
C (-1.7034, 0.2796, -1.9766)
C (3.1439, -1.1097, -2.8247)
C (-2.2785, -0.4025, -0.7525)
C (-6.7116, -3.0374, -1.0322)
C (-3.2369, -4.0337, 1.2208)
C (-1.9519, -4.7986, 1.4618)
C (-3.1594, -8.6365, -0.5519)
C (2.5329, 0.4433, 3.1711)
C (2.0834, -2.1606, -3.0799)
C (0.0821, 8.7039, 4.9502)
C (1.7564, 6.1211, 1.4506)
C (-2.1427, -8.9698, -1.6240)
C (1.2770, 7.8696, 5.3629)
C (1.9198, 5.2677, 2.6912)
C (2.6502, -0.7358, 2.2276)
C (5.5892, 1.3889, -1.5051)
C (4.5725, 1.7222, -0.4330)
C (-6.5943, -4.2165, -1.9757)
H (-4.0819, -4.7170, 1.0917)
H (-6.7802, -5.1588, -1.4511)
H (2.0938, 0.3452, -3.5834)
H (1.5331, 0.4925, 3.6114)
H (3.2701, 0.3693, 3.9773)
H (4.9580, 1.4572, 0.5559)
H (6.5170, 1.9473, -1.3424)
H (3.6373, 1.1777, -0.5962)
H (-0.9422, 1.0096, -1.6860)
H (2.4643, -1.6781, 2.7522)
H (-1.7808, -1.3202, -3.0855)
H (2.0283, 7.8531, 4.5665)
H (-0.6793, 8.7146, 5.7361)
H (3.0784, -0.7265, -1.8017)
H (-1.1094, -4.1087, 1.5769)
H (2.8279, 3.8207, 1.7549)
H (2.9752, 4.1459, -4.4083)
H (-4.0945, -9.1810, -0.7151)
H (1.0811, -1.7381, -2.9548)
H (3.9467, 3.3387, -1.3222)
H (2.7330, 1.3808, 2.6419)
H (-3.7852, -7.0201, -1.4411)
H (-0.7678, 7.2603, 3.9558)
H (0.3862, 9.7356, 4.7502)
H (4.1430, -1.5302, -2.9722)
H (-7.3176, -4.1274, -2.7917)
H (-2.5157, -8.6858, -2.6134)
H (5.8165, 0.3192, -1.5080)
H (5.2162, 1.6730, -2.4946)
H (4.5867, -0.8655, 2.3953)
H (0.8724, 5.8107, 0.8838)
H (1.6538, 7.1774, 1.7146)
H (-1.7199, -5.4449, 0.6090)
H (-2.4845, 0.8007, -2.5387)
H (2.1980, -3.0048, -2.3943)
H (2.8090, 5.5634, 3.2565)
H (-0.2500, 4.1816, -4.2692)
H (1.7352, 8.2678, 6.2726)
H (-4.6578, -4.3461, -1.8080)
H (-2.7476, 0.3254, -0.0848)
H (-5.9744, -3.1114, -0.2261)
H (-7.7114, -2.9882, -0.5920)
H (-2.9305, -3.8319, -0.6924)
H (-2.0284, -5.4160, 2.3612)
H (-1.4934, -0.9322, -0.2029)
H (1.9270, -0.6468, 1.4117)
H (-6.5115, -2.0999, -1.5614)
H (1.0472, 5.3686, 3.3431)
H (0.9809, 6.8310, 5.5427)
H (-1.2149, -8.4115, -1.4612)
H (-3.0252, -1.1498, -1.0403)
H (-2.7739, -8.9015, 0.4370)
H (2.6180, 6.0059, 0.7848)
H (-1.9154, -10.0395, -1.6269)
H (-3.4534, -3.3730, 2.0654)
H (2.1472, -2.5295, -4.1089)

The molecular weight is 606.51 u. The SMILES is OP(O)I.CCO.CCO.CCO.CCO.CCO.CCO.CCO.CCO.CCO. The LUMO energy is -0.1 eV. The calculated total energy is -59484.622 eV. The orbital gap comes out at 9.2 eV.

Formula: C5H12O2
Source: the OMol25 dataset
Level of theory: the ωB97M-V functional and the def2-TZVPD basis

Element x y z (Å)
O (0.1494, 2.0460, -1.6331)
O (0.2850, -4.5033, -1.1018)
C (-0.7676, 0.0103, -0.4456)
C (0.4578, 1.1466, 1.2501)
C (0.1327, 0.6005, -1.5395)
C (-0.8355, 0.9875, 0.8044)
C (0.7326, 1.3616, 2.5539)
H (-0.3550, -0.8496, -0.0254)
H (1.3268, 1.0573, 0.5447)
H (-0.3945, 2.3501, -2.3896)
H (-1.5063, 0.4935, 1.6093)
H (-0.0767, 1.3412, 3.2594)
H (1.1834, 0.1799, -1.3835)
H (1.8396, 1.7099, 2.8348)
H (-1.2078, 1.8867, 0.4040)
H (-1.7329, -0.2273, -0.8840)
H (1.0444, -4.4387, -0.6566)
H (-0.2035, -5.2598, -0.7560)
H (-0.0719, 0.1076, -2.4455)

The molecular weight is 104.15 u. As for the relative energy (zero: lowest compared OMol25 entry of this formula, charge and spin): 68.7 kcal per mole. The SMILES is C=CCCCO.O. The LUMO energy is 0.8 eV. The calculated total energy is -9472.157 eV. The orbital gap comes out at 9.9 eV.

Formula: C6H6N2
Source: the OMol25 dataset
Level of theory: the ωB97M-V functional and the def2-TZVPD basis

Element x y z (Å)
N (0.0003, 1.1147, 0.8023)
N (-0.2949, 1.6789, -0.3722)
C (0.6281, -0.8118, -0.5342)
C (0.3757, -0.1470, 0.6833)
C (-0.9778, 0.7649, -1.3640)
C (0.8715, -1.3763, 2.9702)
C (0.0543, -0.3118, -1.6346)
C (0.6776, -0.9048, 1.8306)
H (-1.1074, 1.3323, -2.2843)
H (1.5473, -1.5410, -0.4205)
H (-1.9889, 0.2466, -0.9388)
H (0.7647, -1.8257, 3.9962)
H (0.5327, -0.5977, -2.6848)
H (-1.0832, 2.3786, -0.0491)

The molecular weight is 106.13 u. As for the relative energy (zero: lowest compared OMol25 entry of this formula, charge and spin): 99.5 kcal per mole. The SMILES is C#CC1=NNCC=C1. The LUMO energy is 0.1 eV. The calculated total energy is -9294.431 eV. The orbital gap comes out at 8.5 eV.

Number 1: HOMO level -0.3434 Eh. Number 2: HOMO level -0.3324 Eh. Number 3: HOMO level -0.3081 Eh.